No. 1
Molecular formula: C37H44BHfN10O4S2Te
Method: DFT, ωB97M-V with the def2-TZVPD basis set

```
! RIJCOSX wB97M-V def2-TZVPD def2/J DEFGRID3
* xyz 1 1
Hf -0.302 -0.075 -0.030
C -3.511 1.512 2.243
C -2.612 1.415 3.479
C -3.015 0.251 4.397
C -1.135 1.354 3.189
C -0.168 1.554 4.189
C 1.037 1.515 3.546
N 0.823 1.287 2.236
N -0.529 1.177 2.008
B 1.878 1.692 1.169
N 1.168 2.577 0.143
C 1.498 3.827 -0.203
C 0.473 4.356 -0.956
C -0.492 3.346 -1.038
N -0.053 2.256 -0.384
C -1.871 3.468 -1.616
C -1.935 4.474 -2.764
C -2.825 3.908 -0.497
N 2.530 0.500 0.432
C 3.848 0.287 0.325
C 4.077 -0.553 -0.745
C 2.818 -0.825 -1.290
N 1.887 -0.176 -0.568
C 2.509 -1.667 -2.493
C 3.473 -2.853 -2.583
C 2.601 -0.824 -3.772
H -4.473 1.042 2.446
H -3.050 1.031 1.388
H -3.702 2.551 1.985
H -2.744 2.329 4.064
H -4.032 0.399 4.757
H -2.358 0.193 5.265
H -2.963 -0.706 3.878
H -0.335 1.740 5.235
H 2.033 1.650 3.934
H 2.750 2.296 1.706
H 2.428 4.265 0.119
H 0.415 5.342 -1.381
H -2.198 2.489 -1.967
H -1.840 5.495 -2.391
H -2.893 4.392 -3.275
H -1.147 4.296 -3.488
H -2.556 4.901 -0.134
H -2.780 3.207 0.335
H -3.847 3.952 -0.872
H 4.541 0.740 1.014
H 5.031 -0.905 -1.095
H 1.487 -2.041 -2.405
H 4.490 -2.508 -2.772
H 3.177 -3.509 -3.400
H 3.474 -3.438 -1.662
H 3.583 -0.356 -3.852
H 1.841 -0.046 -3.797
H 2.454 -1.470 -4.637
O -2.688 -0.951 0.349
C -2.959 -1.950 1.343
C -1.725 -2.253 2.139
C -1.762 -3.280 3.067
C -0.646 -3.526 3.847
C 0.483 -2.740 3.647
C 0.446 -1.762 2.681
N -0.640 -1.499 1.932
H -3.525 -0.755 -0.085
H -3.321 -2.865 0.865
H -3.734 -1.582 2.020
H -2.651 -3.888 3.169
H -0.646 -4.318 4.582
H 1.383 -2.897 4.223
H 1.315 -1.144 2.494
O -3.392 -9.046 -0.736
S -3.037 -8.470 -2.021
O -3.484 -7.098 -2.182
O -3.185 -9.307 -3.182
C -1.202 -8.306 -1.691
N -0.439 -9.330 -1.320
C 0.705 -9.022 -0.723
C 1.005 -7.725 -0.310
C 0.167 -6.726 -0.786
N -0.866 -7.035 -1.573
C 0.233 -5.283 -0.523
C -0.918 -4.542 -0.839
C -0.883 -3.178 -0.746
N 0.181 -2.470 -0.304
C 1.252 -3.194 0.052
C 1.334 -4.565 -0.058
H 1.372 -9.851 -0.514
H 1.818 -7.517 0.374
H -1.793 -5.069 -1.208
H -1.756 -2.618 -1.045
H 2.095 -2.631 0.437
H 2.252 -5.067 0.216
Te -1.431 -0.352 -2.550
C -0.610 1.113 -3.842
C 0.582 1.774 -3.775
C 0.816 2.596 -4.909
C -0.196 2.532 -5.815
S -1.444 1.478 -5.303
H 1.279 1.674 -2.955
H 1.690 3.219 -5.030
H -0.281 3.043 -6.761
*
```

* HOMO-LUMO gap: 4.82 eV
* energy: -93117.9087 eV
* highest occupied orbital energy: -0.331 hartree

Results of the Löwdin charge analysis, in e, for atoms 1 through 6:
1. Hf 1.56
2. C -0.05
3. C -0.33
4. C -0.04
5. C -0.23
6. C 0.02

=====

No. 2
Molecular formula: C3H3O2Zn
Method: DFT, ωB97M-V with the def2-TZVPD basis set

```
! RIJCOSX wB97M-V def2-TZVPD def2/J DEFGRID3
* xyz -1 1
C 0.723 1.211 -0.653
O -1.130 -0.028 0.073
C 1.299 0.458 0.267
C -0.782 0.992 -0.791
O 1.974 -0.221 0.952
H 1.231 2.117 -0.987
H -1.296 1.942 -0.535
H -1.002 0.767 -1.856
Zn -1.420 -1.801 0.078
*
```

* HOMO-LUMO gap: 5.39 eV
* energy: -55671.1793 eV
* highest occupied orbital energy: -0.064 hartree

Results of the Löwdin charge analysis, in e, for atoms 1 through 6:
1. C -0.11
2. O -0.68
3. C -0.26
4. C -0.46
5. O 0.10
6. H 0.09

=====

No. 3
Molecular formula: C5H7NO
Method: DFT, ωB97M-V with the def2-TZVPD basis set

```
! RIJCOSX wB97M-V def2-TZVPD def2/J DEFGRID3
* xyz 0 1
C 1.779 0.222 0.534
C 0.349 0.016 0.145
C -0.800 0.205 0.933
C -1.894 0.067 0.079
N -1.548 -0.165 -1.208
C -0.176 0.359 -1.236
O 0.354 0.923 -2.142
H 1.955 -0.067 1.574
H 2.032 1.282 0.420
H 2.453 -0.348 -0.111
H 0.039 -1.383 -0.403
H -0.835 0.291 2.013
H -2.934 -0.016 0.379
H -0.775 -1.386 -0.978
*
```

* HOMO-LUMO gap: 9.68 eV
* energy: -8832.3642 eV
* highest occupied orbital energy: -0.364 hartree

Results of the Löwdin charge analysis, in e, for atoms 1 through 6:
1. C -0.04
2. C -0.30
3. C -0.05
4. C -0.17
5. N 0.03
6. C -0.49

=====

No. 4
Molecular formula: C21H29N3O4S
Method: DFT, ωB97M-V with the def2-TZVPD basis set

```
! RIJCOSX wB97M-V def2-TZVPD def2/J DEFGRID3
* xyz 0 1
C -7.441 -1.011 0.681
C -6.633 -0.645 -0.570
N -5.240 -0.305 -0.368
C -5.012 0.893 0.415
C -3.545 1.297 0.281
N -2.717 0.215 0.779
C -1.331 0.558 0.980
C -0.538 0.967 -0.278
N 0.853 1.158 0.038
C 1.528 2.298 -0.238
O 1.035 3.268 -0.781
C 2.947 2.242 0.155
C 3.969 3.123 -0.085
C 5.135 2.536 0.452
C 4.751 1.340 0.994
C 5.507 0.248 1.614
S 5.747 -1.110 0.365
O 6.610 -0.607 -0.669
O 6.197 -2.262 1.097
C 4.075 -1.447 -0.229
C 3.362 -2.286 0.612
C 2.050 -2.612 0.326
C 1.459 -2.092 -0.816
C 2.179 -1.257 -1.649
C 3.503 -0.909 -1.374
C 4.214 0.019 -2.304
O 3.423 1.155 0.817
C -2.948 -0.984 -0.001
C -4.417 -1.382 0.139
H -8.463 -1.243 0.396
H -7.460 -0.182 1.384
H -7.016 -1.881 1.175
H -6.658 -1.486 -1.270
H -7.103 0.212 -1.061
H -5.650 1.692 0.031
H -5.234 0.740 1.484
H -3.351 2.191 0.875
H -3.338 1.519 -0.779
H -1.292 1.380 1.701
H -0.840 -0.312 1.431
H -0.636 0.191 -1.046
H -0.903 1.915 -0.679
H 1.343 0.396 0.479
H 3.881 4.063 -0.588
H 6.125 2.940 0.441
H 4.976 -0.219 2.439
H 6.505 0.553 1.913
H 3.866 -2.690 1.476
H 1.497 -3.268 0.980
H 0.437 -2.344 -1.058
H 1.717 -0.854 -2.538
H 3.786 1.020 -2.224
H 4.080 -0.312 -3.332
H 5.274 0.069 -2.081
H -2.310 -1.784 0.383
H -2.732 -0.833 -1.072
H -4.612 -2.283 -0.448
H -4.617 -1.598 1.202
*
```

* HOMO-LUMO gap: 8.79 eV
* energy: -45742.5806 eV
* highest occupied orbital energy: -0.312 hartree

Results of the Löwdin charge analysis, in e, for atoms 1 through 6:
1. C -0.09
2. C -0.25
3. N -0.19
4. C -0.18
5. C -0.18
6. N -0.18

=====

No. 5
Molecular formula: C3H10NOPS
Method: DFT, ωB97M-V with the def2-TZVPD basis set

```
! RIJCOSX wB97M-V def2-TZVPD def2/J DEFGRID3
* xyz 0 1
N 0.741 2.716 2.162
P 0.512 2.574 0.500
O -1.101 2.440 0.253
S 0.985 4.646 -0.113
H 0.518 1.928 2.776
H 1.303 3.476 2.485
H -1.684 3.113 0.529
H 1.752 4.137 -1.100
C -1.167 -1.881 -1.537
C -0.790 -3.008 -0.963
C 0.527 -3.270 -0.233
H -0.495 -1.074 -1.520
H -2.076 -1.920 -1.997
H -1.521 -3.773 -1.050
H 1.231 -4.021 -0.769
H 0.993 -2.385 -0.056
H 0.271 -3.699 0.634
*
```

* HOMO-LUMO gap: 9.46 eV
* energy: -26934.4744 eV
* highest occupied orbital energy: -0.319 hartree

Results of the Löwdin charge analysis, in e, for atoms 1 through 6:
1. N -0.26
2. P 0.47
3. O -0.37
4. S 0.32
5. H 0.05
6. H 0.00

=====

No. 6
Molecular formula: C29H43F6N3O5SbSi3Ti
Method: DFT, ωB97M-V with the def2-TZVPD basis set

```
! RIJCOSX wB97M-V def2-TZVPD def2/J DEFGRID3
* xyz 0 2
Ti 0.096 0.230 0.652
O 3.355 -1.613 -1.486
C 2.204 -1.295 -0.928
O 1.891 -0.156 -0.626
C 1.262 -2.392 -0.661
C 1.397 -3.728 -0.978
C 0.321 -4.562 -0.680
C -0.839 -4.024 -0.150
C -0.882 -2.658 0.093
N 0.165 -1.890 -0.112
C -2.101 -1.863 0.478
O -3.148 -2.469 0.729
O -1.913 -0.611 0.437
H 3.836 -0.795 -1.694
H 2.300 -4.100 -1.440
H 0.385 -5.620 -0.896
H -1.719 -4.617 0.059
H -4.096 -1.644 1.614
C 2.124 -2.011 2.466
N 2.043 -0.642 1.937
C 2.917 0.197 2.345
C 2.788 1.526 1.840
C 3.625 2.677 1.986
C 3.007 3.666 1.294
C 1.789 3.079 0.750
N 1.681 1.812 1.072
C 2.265 -2.090 3.971
C 3.214 -2.941 4.529
C 3.320 -3.063 5.908
C 2.479 -2.332 6.734
C 1.533 -1.481 6.179
C 1.426 -1.356 4.803
H 2.994 -2.489 2.003
H 1.232 -2.543 2.142
H 3.692 -0.058 3.066
H 4.542 2.722 2.551
H 3.315 4.690 1.164
H 1.037 3.573 0.163
H 3.872 -3.513 3.884
H 4.059 -3.729 6.334
H 2.558 -2.429 7.809
H 0.855 -0.916 6.806
H 0.667 -0.709 4.391
C -1.588 -2.672 -3.264
O -1.083 -1.592 -2.512
Si -1.805 -0.073 -2.486
C -3.599 -0.277 -1.961
C -2.101 0.341 -4.316
C -0.676 1.080 -1.483
Si -1.871 2.542 -1.097
C -1.108 4.134 -0.409
C -2.739 3.279 -2.617
C -3.329 2.177 0.041
Si 0.649 1.546 -2.766
C 2.205 2.507 -2.236
C 1.355 0.070 -3.738
C 0.115 2.734 -4.138
H -0.771 -3.366 -3.475
H -2.012 -2.355 -4.220
H -2.363 -3.212 -2.708
H -3.971 -1.156 -2.499
H -4.191 0.569 -2.315
H -3.795 -0.415 -0.902
H -2.846 -0.378 -4.672
H -1.258 0.307 -5.002
H -2.564 1.321 -4.420
H -0.323 4.576 -1.032
H -0.782 4.079 0.628
H -1.945 4.839 -0.435
H -2.071 3.755 -3.334
H -3.394 4.057 -2.213
H -3.385 2.586 -3.153
H -3.272 1.223 0.554
H -4.266 2.211 -0.517
H -3.369 2.964 0.800
H 2.815 2.084 -1.442
H 1.972 3.546 -1.991
H 2.824 2.554 -3.139
H 1.497 -0.861 -3.195
H 2.317 0.379 -4.160
H 0.715 -0.189 -4.580
H 0.050 3.758 -3.762
H -0.822 2.499 -4.634
H 0.906 2.715 -4.894
F -0.837 1.621 1.297
Sb -2.591 -0.009 3.646
F -0.339 -0.655 2.214
F -2.327 -1.890 3.766
F -3.880 0.005 5.055
F -1.149 0.295 4.907
F -4.550 -1.082 2.265
*
```

* HOMO-LUMO gap (alpha / beta): 7.20 / 5.38 eV
* expectation value of S²: 0.78
* energy: -115079.6640 eV
* highest occupied orbital energy (alpha / beta): -0.317 / -0.317 hartree

Results of the Löwdin charge analysis, in e, for atoms 1 through 6:
1. Ti 1.15
2. O 0.18
3. C -0.45
4. O -0.03
5. C -0.18
6. C 0.05

=====

No. 7
Molecular formula: C2H6N2O
Method: DFT, ωB97M-V with the def2-TZVPD basis set

```
! RIJCOSX wB97M-V def2-TZVPD def2/J DEFGRID3
* xyz 0 1
C 1.430 0.704 -0.261
N 0.590 -0.216 0.552
N -0.478 -0.795 -0.106
C -1.753 -0.348 0.050
O -1.887 0.764 0.571
H 1.420 0.067 -1.282
H 2.499 0.680 0.236
H 1.069 1.778 -0.516
H 0.214 0.256 1.337
H -0.614 -1.753 -0.367
H -2.488 -1.136 -0.214
*
```

* HOMO-LUMO gap: 10.28 eV
* energy: -7197.0833 eV
* highest occupied orbital energy: -0.343 hartree

Results of the Löwdin charge analysis, in e, for atoms 1 through 6:
1. C -0.12
2. N -0.12
3. N -0.06
4. C -0.32
5. O -0.01
6. H 0.11

=====

No. 8
Molecular formula: C31H48O2P2Tb
Method: DFT, ωB97M-V with the def2-TZVPD basis set

```
! RIJCOSX wB97M-V def2-TZVPD def2/J DEFGRID3
* xyz 1 7
Tb -0.433 0.403 2.280
C 1.215 0.768 4.023
C 2.101 1.082 2.945
C 0.407 2.649 2.937
C 0.183 1.789 4.068
C 1.624 2.250 2.298
C 1.421 -0.379 4.941
H 2.433 -0.798 4.835
H 0.721 -1.208 4.723
H 1.262 -0.093 5.990
C -1.031 1.868 4.928
H -1.478 0.895 5.167
H -1.820 2.456 4.442
H -0.788 2.362 5.878
C -0.456 3.803 2.568
H -0.405 4.546 3.383
H -1.522 3.539 2.422
H -0.109 4.278 1.638
C 2.420 3.125 1.406
H 3.021 3.840 1.991
H 1.783 3.719 0.748
H 3.125 2.570 0.781
C 3.446 0.475 2.741
H 4.209 0.936 3.392
H 3.798 0.596 1.708
H 3.454 -0.599 2.965
C -0.541 -2.163 0.418
C 0.590 -2.379 1.104
C 1.979 -2.349 0.578
C 2.308 -1.422 -0.618
C 1.866 -0.012 -0.486
C 0.627 0.457 -0.712
C -0.490 -0.292 -1.386
C -0.682 -1.770 -1.020
H 2.277 -3.358 0.249
H 1.928 -1.871 -1.545
H 2.639 -2.091 1.424
H -0.044 -2.389 -1.670
H -1.484 -2.415 0.907
H 0.512 -2.780 2.122
H -1.722 -2.000 -1.298
H -1.410 0.261 -1.134
H 0.417 1.526 -0.496
H -0.426 -0.235 -2.490
H 3.407 -1.414 -0.716
H 2.646 0.684 -0.187
P -0.816 -0.230 -5.598
P -0.544 2.379 -7.012
C -0.853 -0.360 -7.478
C -1.215 0.988 -8.095
H -1.592 -1.123 -7.761
H 0.139 -0.689 -7.819
H -0.790 1.112 -9.102
H -2.305 1.129 -8.148
C -1.320 3.741 -7.964
H -0.900 4.689 -7.613
H -2.399 3.746 -7.776
H -1.132 3.624 -9.038
C 1.097 2.462 -7.840
H 0.974 2.444 -8.929
H 1.734 1.631 -7.525
H 1.578 3.398 -7.539
C -2.305 -1.282 -5.305
H -2.378 -1.515 -4.234
H -2.236 -2.208 -5.896
H -3.194 -0.711 -5.608
C 0.524 -1.478 -5.317
H 1.477 -1.034 -5.646
H 0.319 -2.399 -5.887
H 0.585 -1.697 -4.239
O -2.454 -2.995 3.267
C -1.963 -2.149 4.009
O -1.354 -1.044 3.552
C -1.999 -2.354 5.499
C -1.381 -1.471 6.397
C -1.322 -1.742 7.768
C -1.928 -2.902 8.274
C -2.591 -3.775 7.398
C -2.623 -3.501 6.020
H -0.912 -0.567 6.027
H -0.810 -1.035 8.420
H -1.871 -3.096 9.349
H -3.082 -4.656 7.811
H -3.132 -4.187 5.335
*
```

* HOMO-LUMO gap (alpha / beta): 4.54 / 5.81 eV
* expectation value of S²: 12.63
* energy: -78025.4586 eV
* highest occupied orbital energy (alpha / beta): -0.343 / -0.343 hartree

Results of the Löwdin charge analysis, in e, for atoms 1 through 6:
1. Tb 1.81
2. C -0.33
3. C -0.27
4. C -0.36
5. C -0.36
6. C -0.28

=====

Record order is preserved below.
Energy above the lowest of the compared OMol25 structures with the same formula, charge and spin: 1.062; 0.000; 3.839; 2.810; 2.020; 1.229; 2.704; 0.000 eV
Record order is preserved below.
M: 1073.86; 136.44; 97.12; 419.55; 139.16; 881.55; 74.08; 673.60 g mol⁻¹